Below is 10 unconnected molecules or ions with the total composition C9H40N19O9 in a non-equilibrium geometry, with properties calculated with ωB97M-V with the def2-TZVPD basis set.

```
77
Properties=species:S:1:pos:R:3
N -24.1083 21.3968 -0.2396
H -23.7253 22.0810 0.4443
H -24.4702 21.8874 -1.0695
H -24.7397 20.7992 0.2950
H -23.2849 20.8318 -0.4751
C -22.1308 23.7866 1.9749
O -22.8286 23.5774 0.9950
N -21.9594 22.9893 3.0643
N -21.4786 24.9845 2.1266
H -22.4412 22.1083 3.1491
H -21.6374 23.3519 3.9443
H -21.4260 25.5998 1.3393
H -21.0317 25.1776 3.0032
C -24.3219 16.0988 -1.1783
O -24.0253 16.3405 -2.3335
N -24.7040 17.0338 -0.2556
N -23.9230 14.9027 -0.5836
H -24.6399 18.0208 -0.4442
H -24.8479 16.6610 0.6639
H -23.9646 14.8104 0.4140
H -23.1896 14.4652 -1.1122
C -20.9601 22.5382 -1.6636
O -21.6987 21.5704 -1.7377
N -21.3962 23.8340 -1.7340
N -19.6275 22.4194 -1.4226
H -22.3786 23.9455 -1.5482
H -20.7475 24.5425 -1.4430
H -19.2635 21.4964 -1.2753
H -19.0021 23.1989 -1.3406
C -25.4072 19.4644 -3.2534
O -24.4284 19.6671 -2.5526
N -26.0353 18.2625 -3.4511
N -25.9362 20.4602 -4.0185
H -25.6599 17.5011 -2.9074
H -26.8169 18.2431 -4.0751
H -25.7377 21.4120 -3.7651
H -26.5972 20.2896 -4.7531
C -21.3004 18.7920 -0.6209
O -22.1105 19.3460 0.1159
N -20.0601 18.4167 -0.2250
N -21.6207 18.4063 -1.8889
H -19.8684 18.5143 0.7564
H -19.4189 17.8837 -0.7808
H -20.8805 18.2724 -2.5513
H -22.5908 18.4961 -2.1619
C -23.7896 19.6414 3.1594
O -24.0651 20.8125 2.8795
N -23.6434 19.2424 4.4512
N -23.7595 18.6598 2.2254
H -23.6299 19.9328 5.1774
H -23.5944 18.2646 4.6682
H -23.4829 17.7407 2.5224
H -23.4627 18.9737 1.3001
C -27.1245 22.6443 4.0014
O -28.3217 22.8664 4.1287
N -26.5744 21.9944 2.9470
N -26.2351 23.1415 4.9067
H -27.1718 21.5134 2.3043
H -25.5614 21.9149 2.9670
H -25.2821 22.8330 4.9327
H -26.7001 23.5853 5.6778
C -27.5124 19.2893 0.5936
O -26.3866 19.5690 0.2029
N -28.5134 18.9931 -0.2690
N -27.8972 19.4054 1.8965
H -28.1826 18.7647 -1.1923
H -29.4952 18.9012 -0.0904
H -28.7716 19.0099 2.1902
H -27.1313 19.5398 2.5346
C -24.3281 23.5899 -3.4709
O -24.6288 22.8713 -2.5264
N -23.5117 23.1523 -4.4680
N -24.6765 24.8872 -3.5908
H -23.3110 23.6744 -5.3008
H -23.1729 22.2066 -4.4084
H -24.2903 25.4416 -4.3334
H -25.2634 25.3546 -2.9253
```

The value obtained for the relative energy (zero: lowest compared OMol25 entry of this formula, charge and spin) is 0.0 kcal per mole. Its total charge is +1. The HOMO-LUMO gap comes out at 0.33982 Ha. The value obtained for the HOMO energy is -11.1 eV. The total energy is -56727.533 eV. For the max |F|, the calculation gives 0.05903 hartree/bohr.